C68H176AsF6N10O10 as an isolated structure, computed with wB97M-V/def2-TZVPD.

Results
Total charge: +9
Max |F| in eV/Å: 3.67
Frontier orbital gap in hartree: 0.29274
Energy in Ha: -6827.1752
HOMO level in eV: -23.49

XYZ file:
```
271
Properties=species:S:1:pos:R:3:forces:R:3:mulliken_charge:R:1
As 5.56123 7.20331 -11.25142 -0.30 0.47 -0.65 2.128
F 6.03410 6.41046 -9.68617 -0.01 0.85 -1.64 -0.489
F 7.17358 6.76160 -12.05303 -2.28 0.46 1.30 -0.516
F 3.99580 7.64378 -10.45884 1.12 -0.36 -0.64 -0.437
F 5.02489 8.03148 -12.77913 0.45 -1.27 1.42 -0.536
F 6.16013 8.79316 -10.77224 0.12 -1.25 0.09 -0.552
F 4.79945 5.67731 -11.74777 0.86 1.09 0.09 -0.300
O 2.31780 2.79320 -9.99760 0.56 0.42 -1.15 0.287
O 8.31492 10.61218 -14.66488 1.78 -2.74 -1.67 -0.460
O 12.85577 7.63149 -13.12389 0.41 0.23 0.98 -0.295
O 2.42234 -0.42420 -13.21627 0.39 -1.27 0.35 -0.326
O 2.15900 10.10260 -7.96956 -0.87 -0.19 0.23 -0.301
O 10.83875 4.56784 -10.00300 -0.83 -1.56 0.83 -0.459
O 6.69291 3.82312 -15.84430 1.74 0.53 -0.02 -0.182
O 7.62941 13.57300 -6.99445 -0.56 -2.52 -0.43 0.077
O 8.39381 8.50145 -5.74930 -0.68 0.79 -0.42 -0.158
O 5.23474 6.85164 -3.32841 1.06 -1.05 -0.35 -0.396
N 5.69594 4.49528 -4.72641 0.72 1.84 0.37 -0.139
N 0.99055 -1.67326 -10.68504 -0.61 1.28 1.98 -0.050
N 1.97147 11.05289 -10.82396 0.50 -1.26 -1.95 0.766
N 4.36184 5.52699 -16.01142 -1.59 -1.13 -0.68 1.027
N 7.96692 13.36750 -15.79661 0.20 0.03 -0.60 0.116
N 13.54018 10.34073 -12.12052 -0.77 0.35 -0.25 0.199
N 7.43055 16.05748 -6.01278 -0.47 2.42 1.02 0.079
N 10.11991 10.11088 -4.20366 -0.96 -1.13 1.37 -0.154
N 0.24224 5.08311 -9.61950 1.34 -1.52 0.51 0.363
N 9.47950 2.28779 -9.76012 0.53 1.35 -1.87 -0.224
C 8.73316 7.86049 -4.56448 1.72 1.56 1.51 -0.670
C 3.13048 7.83548 -16.07408 0.01 -0.09 0.44 -1.472
C 9.46526 4.70506 -10.39502 1.93 -0.66 -0.25 0.001
C 3.15964 0.56234 -13.89239 -0.82 0.89 0.41 -0.456
C 2.63667 9.38518 -6.81585 0.63 0.99 -0.40 -0.859
C 11.69192 5.58301 -9.50278 0.60 0.48 -1.27 -0.865
C 0.42109 -1.17021 -12.01301 0.33 -1.58 -0.62 -1.066
C 0.72708 6.30464 -11.95016 -0.02 -0.14 0.13 -1.296
C 3.73370 2.93364 -10.13368 -0.10 -0.47 1.07 -0.442
C 10.03354 8.61122 -3.92213 0.13 -2.61 0.54 -0.238
C 11.22153 11.37174 -12.54148 -1.05 0.13 0.14 -0.900
C 7.88105 2.99113 -15.97351 -0.91 -0.92 0.01 -0.754
C 8.06964 15.81977 -7.45910 0.12 -2.47 1.41 -0.677
C 8.19026 14.89774 -15.99868 0.41 -0.46 0.26 -0.276
C 4.94343 6.99471 -4.69440 -0.54 -1.37 0.80 -0.804
C 2.94345 11.18675 -8.42898 0.82 -0.33 -0.27 -0.938
C 12.86184 8.65896 -14.09669 0.10 0.40 0.87 -0.276
C 5.26626 5.65381 -6.86263 0.77 0.87 0.09 -1.614
C 5.98945 15.45920 -5.76754 -0.04 -0.51 -0.35 -0.186
C -0.07679 -2.59652 -10.04462 0.55 -1.30 1.36 -0.453
C 8.67993 14.34149 -7.49836 -0.29 2.31 1.63 -0.753
C -1.51019 5.87690 -7.72966 0.27 -0.60 -0.75 -1.220
C 2.38195 -2.37922 -10.74631 0.76 0.51 0.85 -0.503
C 6.99408 5.19775 -16.02465 -1.91 0.13 -0.39 -1.111
C 1.39410 5.95102 -9.03391 -0.98 -1.77 -0.90 -0.797
C 9.42630 15.41548 -15.28914 -0.28 0.38 0.34 -1.152
C 6.60468 12.96733 -16.52334 0.83 -0.10 1.49 -0.363
C 13.69297 9.89485 -13.61945 0.39 -0.70 1.30 -0.912
C 8.24148 9.18057 -14.33591 -0.80 0.90 0.14 -0.693
C 7.60592 11.49510 -13.93319 -0.26 1.74 0.51 -0.219
C 5.00901 15.45460 -6.93411 0.16 0.13 -1.44 -1.454
C 4.55416 7.57097 -2.34553 -2.04 1.90 0.86 -0.871
C 3.25392 10.97457 -9.90753 -1.63 0.24 -0.48 0.116
C 5.38495 13.60068 -15.89671 -0.78 0.18 0.66 -1.007
C 14.24352 9.36900 -11.10140 0.13 1.27 -1.96 -0.816
C 2.48005 -3.65859 -11.58593 -1.10 0.77 1.05 -1.183
C 12.04850 10.39138 -11.73766 1.61 0.39 0.35 -0.791
C 2.42796 10.59150 -12.30617 2.05 0.15 1.19 -0.272
C 9.16468 12.68583 -16.52874 -1.75 -0.18 0.16 -0.888
C 1.67976 2.96944 -8.75607 -0.41 -0.22 -1.15 -0.295
C 0.50494 12.81297 -12.04265 0.44 -0.48 0.25 -1.277
C 0.41565 4.99453 -11.15560 -0.86 0.51 -0.94 -0.266
C 1.10056 -0.08684 -12.88430 -0.23 -0.41 -0.15 -0.507
C 2.89070 5.29782 -18.26189 0.11 0.72 0.41 -1.304
C 15.71997 11.94338 -12.06673 -1.22 -1.55 -0.73 -1.192
C 7.98999 12.98690 -14.27302 -1.10 -1.20 -1.23 -1.312
C 9.08114 3.27812 -10.90767 -1.21 0.29 0.85 0.118
C 7.89341 12.16088 -7.02213 0.39 0.34 -0.38 -1.003
C 14.11463 11.83402 -12.01123 2.35 -0.56 0.63 -0.462
C 11.90470 6.60794 -13.32921 -0.59 0.93 -0.15 -0.379
C 8.26976 15.67893 -4.72207 -0.16 -1.57 -1.00 -0.370
C 3.24670 6.44446 -15.42016 0.35 0.39 -0.64 -0.425
C 4.26780 5.51714 -17.57873 0.04 0.21 -0.53 -0.530
C 5.72310 5.91117 -5.41005 1.07 -0.82 -0.95 0.873
C 3.96551 4.15873 -15.45137 0.64 -0.30 -0.09 -1.189
C 7.28472 17.61884 -5.82379 0.21 -1.05 -0.26 -1.080
C 7.58498 3.15857 -11.16752 -0.38 -0.05 -0.58 -1.333
C 0.28952 -3.21307 -8.58051 0.70 0.99 -1.28 -1.139
C -1.13884 5.63954 -9.24540 0.30 0.71 1.00 -0.291
C 0.27982 3.57681 -9.01943 0.90 1.86 0.80 -0.648
C 5.75294 6.00744 -15.54986 -0.77 -0.66 -0.70 0.269
C 1.07015 -0.43870 -9.72693 1.06 -0.51 -1.66 -1.385
C 10.26998 8.25316 -2.38105 -0.28 1.27 -1.02 -1.390
C 9.63751 16.25070 -4.46230 0.30 0.62 -0.21 -1.266
C 0.80632 10.04082 -10.48876 0.37 1.62 -0.33 -1.321
C 3.68412 11.29751 -13.00617 -1.37 0.23 0.45 -1.562
C 1.45069 12.46459 -10.87233 -0.99 0.32 0.21 -0.510
C 8.76059 7.88037 -6.96500 0.39 -0.57 0.45 -0.691
H 6.94830 3.23866 -10.28643 0.15 0.38 0.13 0.294
H 1.76200 6.63951 -12.02019 0.27 -0.27 0.77 0.174
H 9.58730 2.97082 -11.82281 0.54 0.08 0.39 0.420
H -0.64320 -0.96521 -11.89738 0.13 0.47 0.41 0.466
H 7.25360 2.25825 -11.68492 0.56 -0.48 0.21 0.557
H 3.95985 0.23889 -14.55809 -0.18 -0.78 0.36 0.433
H 11.21973 6.54824 -9.31983 -0.33 -0.07 0.06 0.258
H 5.19375 13.31213 -14.86314 0.22 -0.64 0.10 0.065
H 7.82337 5.56214 -15.41836 0.22 -0.17 0.16 0.572
H 1.20406 6.97143 -9.36671 0.09 -0.07 0.60 0.301
H 4.02715 8.43616 -15.92154 0.21 -0.15 -0.42 0.213
H 3.92304 6.72669 -4.96838 -0.76 0.55 0.49 0.640
H 2.58688 4.25903 -18.39117 -0.05 0.11 0.48 0.349
H 14.75915 9.67493 -13.67424 -0.07 0.30 -0.48 0.612
H -1.00908 -2.03245 -10.01695 0.21 0.22 0.26 0.502
H 6.61908 13.13016 -17.60101 0.71 0.47 0.13 0.558
H 0.50130 6.15351 -13.00576 -0.42 -0.44 0.05 0.545
H 2.00940 -3.41518 -12.53847 0.20 -0.82 -0.15 0.283
H 4.96760 4.78913 -17.98909 0.06 -0.29 0.60 0.439
H 1.10591 9.04088 -10.17498 0.61 0.59 0.36 0.278
H 1.52322 1.98762 -8.30928 -0.32 -0.18 0.15 0.441
H 0.88812 12.64133 -9.95560 0.08 -0.16 0.18 0.458
H 2.30780 13.13501 -10.80922 0.06 -0.07 -0.37 0.393
H 5.25370 6.54683 -7.48750 -0.35 0.54 0.52 0.154
H 12.30845 5.28875 -8.65343 -0.58 -0.41 0.23 0.394
H -2.57006 6.13080 -7.74735 0.05 0.43 -0.09 0.455
H 6.27076 4.41988 -3.89936 -0.05 0.88 1.16 0.337
H -0.93825 6.66760 -7.24410 -0.08 0.11 -0.26 0.294
H 11.85947 5.93292 -12.47458 0.85 -0.26 -0.28 0.093
H 2.60699 12.20824 -8.25160 -1.21 -0.17 0.12 0.447
H -0.39118 12.19482 -12.09705 0.04 -0.16 0.30 0.336
H 4.88069 7.49199 -1.30859 1.10 -0.61 -0.45 0.321
H 3.47851 -4.08291 -11.69142 0.14 0.68 -0.14 0.399
H 16.10827 11.60079 -13.02587 -0.11 0.46 -0.27 0.365
H 9.75955 17.33210 -4.40081 -0.36 0.05 -0.29 0.350
H 5.72333 5.97633 -14.46071 -0.15 0.39 -0.04 -0.517
H 4.33311 3.34815 -16.08060 0.20 0.32 0.04 0.351
H 13.27329 8.22301 -15.00705 0.14 0.57 -0.32 0.598
H 10.91746 7.06755 -13.28204 -0.52 0.20 -0.44 -0.012
H 1.56789 10.55975 -12.97503 0.03 0.16 0.40 0.672
H 12.14171 10.73112 -10.70617 -0.47 0.14 0.12 0.570
H 9.95928 12.57466 -15.79095 0.16 0.30 -0.63 0.302
H 8.97146 13.18182 -13.84079 -0.13 0.45 -0.42 0.486
H 8.86016 11.88868 -6.59858 0.43 0.43 0.38 0.152
H 8.84972 11.70274 -16.87867 -0.04 -0.02 0.41 0.338
H 4.40960 4.06977 -14.45993 0.00 0.00 -0.07 0.371
H 2.56286 10.03029 -5.94035 0.48 0.05 0.08 0.439
H 3.98382 15.20176 -6.66362 0.15 0.18 0.69 0.449
H 6.52470 11.39736 -14.03073 -0.27 -0.28 -0.05 0.426
H 3.89969 11.27056 -7.91258 0.45 -0.61 0.06 0.392
H 1.18192 -3.83625 -8.52252 -0.24 -0.65 -0.96 0.326
H 7.23228 15.81772 -8.15690 0.12 0.46 0.14 0.351
H 7.91793 7.91528 -3.84301 -0.21 0.38 -0.03 0.415
H 4.27243 5.21085 -6.92735 0.18 -0.29 0.01 0.620
H -1.12030 6.63678 -9.68503 -0.41 -0.14 -0.35 0.319
H 4.21622 2.32479 -9.36912 0.20 -0.35 0.01 0.469
H 4.51573 13.26810 -16.46411 -0.01 0.03 -0.09 0.462
H 6.23946 3.85524 -5.28769 -0.94 -0.70 -0.96 0.327
H 16.09926 12.94198 -11.84983 -0.41 -0.02 -0.02 0.411
H 7.20101 5.43413 -17.06839 0.18 -0.13 -0.16 0.461
H 3.72058 10.00322 -10.07132 -0.08 0.06 -0.12 -0.323
H 4.69837 6.47013 -17.88618 -0.24 0.20 0.15 0.461
H 4.75954 4.25555 -4.43350 -0.43 -0.78 -0.26 0.345
H 0.65360 -2.48245 -7.85820 -0.94 0.62 0.06 0.273
H 0.99682 12.71450 -13.01036 0.01 0.42 0.03 0.273
H 1.06097 4.18122 -11.48755 0.67 0.25 0.92 0.165
H 9.46815 5.45833 -11.18285 -0.83 -0.11 -0.18 0.284
H 13.59873 8.50998 -10.91579 0.07 0.34 0.04 0.146
H 13.91174 12.21997 -11.01225 -0.71 -0.38 0.05 0.357
H 10.40093 10.28036 -5.15886 -0.21 0.28 -0.24 0.306
H 7.88501 11.37874 -12.88597 -0.34 0.17 0.56 0.491
H 10.80710 10.46836 -3.55551 0.72 0.34 0.19 0.402
H 3.56061 1.18213 -13.09040 0.42 0.61 -0.21 -0.123
H 7.55419 2.03905 -15.55543 0.32 0.03 0.29 0.277
H 0.13968 13.82543 -11.87059 0.21 0.05 -0.22 0.455
H 4.62956 11.25767 -12.46520 -0.24 -0.27 0.25 0.301
H 11.35604 12.40411 -12.21865 0.34 -0.05 -0.11 0.479
H 1.96935 -4.39918 -10.97046 -0.47 -0.35 -0.72 0.345
H 10.93240 8.32417 -4.46780 -0.11 -0.71 0.01 0.329
H 7.27016 8.78509 -14.63297 -0.26 0.14 0.15 0.226
H 1.70043 0.21737 -10.32729 0.12 0.39 0.45 0.505
H 9.31862 13.25917 -17.44290 0.66 0.19 0.42 0.468
H 5.43750 16.01074 -5.00645 0.88 0.62 0.22 0.534
H 8.37082 9.00333 -13.26822 -0.05 0.24 0.20 0.255
H 6.62004 18.02586 -6.58579 0.24 -0.03 0.00 0.385
H 5.27999 14.68042 -15.79065 0.56 0.15 -0.83 0.322
H 0.12099 7.16746 -11.67394 -0.15 -0.14 0.25 0.247
H -0.54942 -3.78779 -8.18809 -0.03 0.27 -0.15 0.434
H 2.47247 1.14662 -14.50437 0.01 0.30 -0.18 0.350
H 2.88678 4.03213 -15.35973 0.09 0.42 -0.24 0.370
H 5.18393 14.80649 -7.79286 0.69 -0.56 0.29 0.266
H 14.54757 9.97113 -10.24519 -0.25 -0.27 0.06 0.414
H -0.13830 3.69749 -8.02007 -0.38 -0.03 -0.16 0.295
H 10.48555 2.36508 -9.71542 0.81 -0.01 0.28 0.382
H -0.40504 2.99758 -9.63875 0.37 -0.06 -0.07 0.376
H 3.85113 11.79706 -10.30115 0.24 -0.21 0.15 0.497
H 2.11329 8.47407 -6.52594 -0.71 0.16 -0.85 0.282
H 7.64446 15.74557 -3.83176 -0.48 0.60 -0.45 0.554
H 7.30655 3.90485 -11.91159 -0.04 0.49 0.33 0.064
H 1.45124 5.71729 -7.97080 -0.30 0.72 0.02 0.334
H 2.31087 5.57702 -9.48972 -0.02 0.17 -0.15 0.007
H 5.71712 7.00042 -15.99799 0.72 0.23 0.58 0.361
H 9.46361 14.27051 -6.74410 0.57 0.24 -0.12 0.321
H 2.35614 8.46414 -15.63443 -0.24 -0.44 0.55 0.423
H 0.38622 -2.13642 -12.51632 0.13 0.30 -0.83 0.631
H 4.05355 2.57787 -11.11308 -0.37 0.00 0.02 -0.122
H 9.12452 2.61416 -8.87266 -0.37 -0.30 0.28 0.299
H 9.73250 7.40408 -6.83605 0.21 -0.09 -0.22 0.456
H 16.17760 11.22334 -11.38834 -0.14 0.30 0.45 0.338
H 2.12052 5.95414 -17.85671 -0.27 -0.59 0.59 0.257
H 7.17274 11.55037 -6.47807 -0.43 0.59 -0.06 0.445
H 8.83050 8.61740 -7.76501 -0.25 -0.01 0.15 0.334
H 2.79547 7.79410 -17.11049 0.57 -0.10 -0.06 0.355
H 9.09895 15.75342 -14.30591 0.53 -0.20 0.26 0.364
H 8.82181 4.98364 -9.56047 -0.21 0.18 0.08 0.115
H 0.22122 10.62235 -9.77631 -0.12 -0.77 0.26 0.445
H -0.29008 -3.42525 -10.71976 0.37 0.00 -0.13 0.551
H 6.14528 14.47619 -5.32312 0.07 -0.01 -0.40 0.363
H 12.39987 5.68648 -10.32509 0.30 0.62 0.16 0.321
H 13.38885 10.79059 -14.16098 0.38 -0.32 -0.35 0.431
H 10.30331 7.20639 -2.07893 -0.04 -0.20 -0.84 0.392
H 3.84978 10.85583 -13.98881 -0.17 -0.59 0.16 0.574
H 9.48738 8.68111 -1.75455 -0.02 0.26 -0.03 0.419
H 6.05039 5.14864 -7.42659 -0.27 -0.88 0.20 0.333
H 13.65204 12.48980 -12.74884 -0.10 -0.50 -0.10 0.382
H -1.51222 5.02139 -7.05424 0.33 -0.32 -0.32 0.347
H 8.84929 16.54083 -7.70471 -0.37 0.27 0.38 0.419
H 8.31084 15.04767 -17.07156 -0.47 -0.18 0.02 0.480
H 10.26533 14.72108 -15.24526 -0.08 0.08 0.04 0.237
H 11.22899 11.33089 -13.63069 0.61 -0.24 0.02 0.251
H 3.49995 12.33504 -13.28492 -0.27 0.19 0.42 0.451
H 8.41468 14.60648 -4.85230 -0.11 -0.16 0.02 0.224
H 2.86433 5.71999 -19.26647 0.90 -0.18 -0.27 0.423
H 3.49698 7.34108 -2.21285 -0.24 -0.66 -0.65 0.375
H 8.76380 3.37758 -15.46409 -0.20 0.24 0.24 0.235
H 9.77173 16.31767 -15.79395 0.01 -0.07 -0.11 0.405
H 4.52009 8.64003 -2.55541 0.41 0.22 -0.25 0.315
H 8.29785 18.02028 -5.84649 -0.30 0.16 -0.34 0.489
H 8.17362 2.72303 -16.98871 -0.26 0.63 -0.33 0.315
H 8.96587 8.55202 -14.85388 0.37 0.84 -0.32 0.404
H 6.56941 11.88661 -16.38587 -0.04 -0.03 -0.01 0.280
H 0.53442 -0.01271 -13.81279 -0.48 -0.47 -0.14 0.574
H 9.25974 1.33165 -10.00011 -0.42 -0.47 0.20 0.362
H 15.12283 9.05920 -11.66614 0.09 -0.27 0.51 0.437
H 9.89814 15.95149 -3.44710 0.12 -0.36 -0.06 0.416
H 2.30457 3.48203 -8.02466 -0.12 0.62 -0.08 -0.040
H 8.03082 7.10303 -7.19145 -0.08 -0.01 -0.41 -0.012
H 11.69675 9.36173 -11.67283 -0.07 0.08 -0.58 0.431
H 0.10579 0.04830 -9.58224 -0.17 -0.53 -0.17 0.376
H 4.94347 16.41297 -7.44920 -0.05 0.44 0.48 0.358
H 11.85792 9.04139 -14.28103 -0.43 -0.29 -0.14 -0.086
H 6.78817 6.13918 -5.36859 0.01 0.09 -0.17 -0.312
H 10.36900 15.85893 -5.16908 0.13 0.08 0.12 0.277
H 3.64405 9.08352 -7.10268 0.45 0.02 0.65 0.317
H 4.13036 3.93778 -9.98378 -0.43 0.44 -0.13 -0.135
H 9.25755 10.56210 -3.93378 -0.52 0.47 -0.36 0.332
H 2.60097 -2.56638 -9.69508 -0.32 -0.37 0.08 0.667
H 10.17169 11.16848 -12.33024 -0.15 -0.17 0.25 0.177
H 2.75534 9.59890 -11.99687 -0.10 -0.32 -0.75 -0.076
H 12.04148 6.14663 -14.30726 0.03 -0.44 0.19 0.419
H 2.32591 5.87731 -15.55645 0.10 0.23 -0.15 0.567
H 3.16143 -1.65034 -10.96821 -0.51 0.40 -0.70 0.337
H 7.17691 13.54758 -13.81189 0.44 0.46 0.11 0.389
H 9.13518 14.07110 -8.45111 -0.55 -0.09 -0.35 0.493
H 1.54332 -0.65176 -8.76839 -0.12 -0.38 -0.25 0.545
H 7.34323 15.45673 -15.60099 -0.20 -0.36 -0.35 0.237
H 0.21306 9.88475 -11.38975 0.10 0.44 -0.08 0.541
H 3.45740 6.46082 -14.35085 0.08 0.27 0.01 0.295
H 6.87783 17.79555 -4.82815 -0.08 -0.12 -0.14 0.401
H 11.23579 8.66553 -2.08906 -0.02 0.08 0.16 0.458
H 8.93836 6.79242 -4.63674 0.49 -0.02 -0.33 0.503
H 0.97162 0.92680 -12.50482 0.47 0.23 0.76 0.212
H 7.97435 11.80046 -8.04763 -0.34 0.01 -0.27 0.383
H 5.18380 7.97117 -5.11492 0.14 0.11 -0.05 0.428
H -0.52901 4.60962 -11.53973 -0.43 0.33 0.31 0.577
H -1.88183 4.99340 -9.71293 0.13 0.12 -0.11 0.464
```
Forces are in eV/Å.